Entry from the Open Molecules 2025 dataset: the ion C62H81N4O with charge +1 at a distorted geometry (wB97M-V/def2-TZVPD).

Positions of all 148 atoms, in Å:
H 1.3964 -2.3098 3.5772
C -1.7621 0.1259 -1.9529
C 2.8608 -3.6408 -1.2134
H 2.8216 -2.0888 -4.5860
C 2.4214 -1.3494 -0.2627
H -0.1719 4.0381 1.4768
H -2.3780 -0.8198 6.0581
H 1.5501 4.2095 1.8665
C 0.5738 -0.5517 -4.1286
H -1.6036 -1.2679 0.2042
H -0.0392 1.9289 -1.9439
H -5.5723 -1.3304 4.0206
C 3.5322 6.1570 -4.9867
C -0.9171 2.3070 3.4204
N -0.7750 -0.0898 2.9191
C -1.8403 -4.2474 0.1296
C -4.3101 0.3528 -3.1519
H 2.1693 2.1201 1.7177
C -0.5259 -0.6860 1.7234
C 2.1971 -2.8381 -0.0913
H -4.5389 1.8940 4.7626
C -0.5181 0.0055 -0.9523
H 0.6194 1.4529 1.1877
H 1.4160 1.9941 -4.1690
H 2.5313 -2.5389 2.0406
H -0.7209 -6.8055 0.8328
C -4.7837 0.7984 0.6978
C -2.3315 1.3770 -2.2285
C 1.9417 -0.1136 -4.5966
H -3.3601 3.9010 0.8621
H -4.0023 2.4846 -2.9949
C 1.3865 2.7842 4.2866
H 2.4085 3.1023 4.0368
H 2.5130 -3.3327 -2.2080
C 2.5843 4.7462 -3.2588
C 1.8087 1.2141 -1.4236
H -3.6857 -1.0283 0.3989
H 1.7162 4.3472 -2.7264
C -5.0930 -0.3434 3.9687
H -1.9885 -3.9928 -2.0061
C -2.2726 2.0399 0.6675
H 1.1753 0.6922 -6.4750
H -5.2619 0.0522 2.9615
H 2.7097 2.2110 -6.4875
H 1.5386 -1.0374 -6.5023
H 1.4457 1.8276 4.8216
H 0.5395 -0.6650 -3.0450
H -1.0847 4.3097 4.2091
H 3.8555 3.4399 -5.8967
H 0.2743 -6.3175 3.6530
C -4.6931 2.1858 0.7813
C -0.0450 -3.3836 -1.2578
C -3.5256 1.9886 4.3672
H -1.8556 2.3103 -1.9243
C -0.0487 -3.0567 1.1151
C -2.9279 3.2385 4.3940
C 4.8164 5.8725 -4.5089
C 0.5440 2.6583 3.0080
H -2.1101 -1.9583 3.6649
C -0.0433 -0.7690 4.0088
H 0.4005 -3.2683 -2.2539
H 0.9521 3.5225 4.9724
C 0.4239 1.1291 -1.3789
H 3.4522 -1.0413 -0.0290
H -1.9400 -1.9727 -2.3995
C 4.9800 5.0060 -3.4260
H 1.4092 5.8465 -4.6902
C 0.5571 4.0205 2.2945
H 5.6965 6.3190 -4.9781
C -2.3668 0.6529 0.6513
H 0.2998 -1.5223 -4.5665
H -3.2219 -1.4883 2.3710
H -5.6016 0.2991 4.6962
C -2.8424 0.8606 3.9171
H -4.2405 -1.7961 -3.2800
H -0.2613 -2.9145 3.7945
H -1.2977 2.5214 0.5157
C -1.0358 -5.2434 2.3167
H 2.5540 -4.2525 1.5360
C 0.3421 -5.4843 2.9370
H 3.3143 3.4601 -0.9681
H 4.4713 1.8467 -6.4184
H -2.8148 -4.7418 0.2038
H 0.0149 -0.9365 -1.1432
H 0.7468 -4.6183 3.4681
H 2.6322 -4.7073 -1.0819
C -1.0184 -4.1085 1.2611
C -3.1358 -1.6770 3.4428
C -1.4129 -6.5736 1.6469
C 4.0515 3.3313 -1.7689
H 1.7389 -0.7850 0.3906
H -3.9237 -0.0093 6.3576
C -3.4382 2.8081 0.7854
H 3.9253 -3.1795 1.1568
H -3.0918 -4.9401 2.9263
H -1.9348 -4.0770 3.9557
C 2.2609 1.3057 -3.9757
C 0.6796 -3.0696 -0.1009
C -1.6014 3.3665 4.0208
C 3.0322 -1.0950 -4.1646
C 0.3380 -2.0824 3.3985
H 2.2179 -1.0519 -1.2942
H 1.4908 0.7348 2.5635
C -3.5854 -0.4792 4.2488
H -0.1922 0.1811 -4.4141
H -5.5980 2.7954 0.8441
C 3.9853 1.8960 -2.3224
C -3.5849 1.4946 -2.8267
H 5.0574 3.4227 -1.3419
H 0.8298 -0.1625 4.3010
C 3.8684 4.3782 -2.8474
H -1.3516 -7.3842 2.3827
H 0.3366 4.8440 2.9816
C 2.8298 -3.2312 1.2452
N 0.0582 -1.9146 1.9639
C -1.3619 -3.8564 -1.1213
H 2.8687 0.1054 -6.5760
C -3.4302 -0.7796 5.7502
H 5.9815 4.7693 -3.0535
H 4.5489 1.1877 -1.6985
C -2.0968 -4.9982 3.3877
C 2.4174 5.6083 -4.3472
H -3.7727 -2.5399 3.6840
H -3.8900 -1.7483 5.9951
C 4.5541 1.8800 -3.7228
H 3.0772 -1.1958 -3.0740
H 3.4045 6.8238 -5.8422
C -2.4298 -1.0023 -2.4350
H -5.7524 0.2916 0.6984
O 5.7343 1.8918 -4.0526
N 3.4753 1.8569 -4.5763
C 1.2264 1.6747 2.0721
H 2.3746 1.3345 -0.4892
H -5.3283 0.4368 -3.5350
H 3.9514 -3.5113 -1.1805
C -1.5567 1.0496 3.3269
C 3.6329 2.3620 -5.9238
H -0.7111 -0.8504 4.8796
C -1.1589 -0.2667 0.3923
H -3.4874 4.1044 4.7454
H 4.0206 -0.7779 -4.5231
H 1.0535 -5.7696 2.1520
N 2.6165 1.3867 -2.5292
C -3.6236 0.0420 0.6076
C 1.8870 -0.0650 -6.1231
H -2.1010 -5.8305 4.1087
C -3.7108 -0.8904 -2.9853
H -2.4304 -6.5620 1.2502

Force components x, y, z for each atom (eV/Å):
H -0.3 0.0 -0.2
C 0.3 0.0 0.5
C -0.1 -0.2 -0.1
H 0.1 0.2 0.1
C 0.3 0.6 -0.2
H 0.1 0.1 0.1
H -0.2 0.0 0.0
H -0.2 0.0 0.1
C -0.4 -0.4 0.3
H -0.2 0.3 -0.2
H 0.0 -0.7 -1.1
H 0.2 0.2 0.1
C 0.1 0.0 0.1
C 0.4 0.1 0.2
N 0.7 -0.8 -1.0
C 0.8 -0.3 -0.5
C 0.0 0.0 0.0
H -0.2 -0.1 0.1
C -0.6 -0.4 1.4
C -0.1 0.9 0.1
H 0.5 0.0 -0.2
C 0.8 0.5 -2.0
H 0.2 0.2 0.0
H 0.2 -0.3 -0.1
H 0.1 -0.2 -0.2
H -0.1 0.0 0.0
C -0.1 0.1 -0.2
C -0.2 0.1 0.0
C 0.4 0.3 0.7
H -0.1 -0.5 -0.1
H 0.0 -0.2 0.0
C 0.1 0.0 0.2
H -0.2 -0.1 0.1
H 0.1 -0.1 0.3
C 0.2 0.0 -0.4
C -0.1 0.4 -0.1
H 0.0 0.2 0.2
H 0.2 0.0 -0.2
C -0.3 0.1 -0.1
H 0.2 0.0 0.3
C -0.3 0.3 0.1
H 0.1 -0.1 0.0
H 0.0 0.0 0.3
H 0.3 0.1 0.1
H 0.0 0.2 0.2
H 0.0 0.2 -0.1
H 0.0 0.0 -0.2
H -0.3 -0.3 -0.3
H 0.0 -0.3 0.1
H 0.0 0.3 -0.2
C 0.1 0.2 0.3
C -0.3 -0.9 0.1
C 0.1 0.3 0.0
H -0.1 -0.4 -0.1
C 0.0 -0.5 -1.4
C 0.1 0.0 0.1
C -0.2 0.0 0.1
C -0.3 0.0 0.2
H -0.1 -0.1 0.0
C -0.5 0.7 0.4
H -0.2 -0.2 0.5
H 0.1 -0.2 -0.1
C 0.4 0.9 0.1
H -0.2 -0.1 -0.1
H -0.3 0.3 0.2
C -0.1 -0.3 -0.2
H 0.3 0.0 0.1
C 0.0 0.2 -0.1
H -0.3 -0.1 0.2
C 0.0 -0.5 -0.7
H 0.1 0.2 0.0
H 0.0 -0.1 0.2
H 0.1 -0.2 -0.2
C -0.1 -0.5 0.0
H 0.1 0.2 0.0
H 0.2 0.3 -0.2
H -0.4 -0.2 0.3
C -0.8 0.4 0.7
H 0.1 0.2 0.0
C 0.2 0.1 0.0
H 0.1 -0.1 -0.1
H -0.4 0.2 0.1
H 0.6 -0.2 0.0
H -0.2 0.3 -0.4
H 0.0 -0.2 -0.1
H 0.1 0.2 -0.1
C -0.5 0.2 -0.1
C 0.2 -0.5 -0.2
C 0.0 -0.1 -0.3
C 0.5 0.1 -0.1
H 0.4 -0.1 -0.2
H 0.2 -0.2 -0.1
C 0.2 -0.1 -0.1
H -0.3 0.0 0.0
H 0.2 0.0 0.1
H 0.0 -0.2 -0.1
C -0.1 0.8 -0.6
C -0.6 0.0 -0.2
C -0.3 0.0 -0.1
C 0.0 -0.2 0.0
C 0.2 -0.7 0.2
H 0.0 0.0 0.2
H 0.1 0.1 -0.1
C -0.1 0.4 -0.2
H 0.1 -0.2 0.1
H 0.3 -0.2 0.0
C -0.2 -0.6 -0.1
C 0.2 -0.2 0.1
H -0.2 0.2 0.1
H -0.3 -0.2 -0.1
C -0.1 0.6 0.4
H 0.0 0.2 -0.1
H 0.0 -0.1 -0.3
C 0.1 -0.3 0.1
N 0.8 0.5 1.0
C 0.0 0.5 -0.4
H -0.2 0.0 0.1
C 0.1 0.0 0.2
H -0.4 0.1 -0.2
H -0.2 0.2 0.1
C -0.2 -0.1 0.5
C 0.0 -0.1 0.1
H 0.2 0.2 0.0
H 0.1 0.2 -0.1
C 0.3 -0.6 -0.9
H 0.0 0.0 -0.2
H 0.0 -0.2 0.3
C 0.1 0.2 0.0
H 0.3 0.3 -0.2
O -1.2 0.5 0.5
N 0.7 -0.1 0.8
C 0.4 -0.3 -0.3
H 0.4 -1.2 -0.3
H 0.3 -0.1 0.0
H -0.3 0.0 0.0
C -0.2 0.9 0.9
C 0.1 0.2 -0.4
H 0.3 0.0 -0.3
C -1.9 -0.7 2.1
H 0.2 -0.2 0.1
H -0.2 -0.1 0.1
H -0.1 0.0 0.2
N -0.6 0.4 0.7
C 0.1 0.3 -0.1
C 0.1 -0.1 -0.3
H -0.1 0.2 -0.2
C 0.1 -0.1 -0.1
H 0.1 -0.1 0.0

Computed properties:
Net charge ... +1
LUMO energy ... -2.698 eV
Kohn-Sham gap ... 6.631 eV
HOMO ... -9.33 eV
Energy above the lowest of the compared OMol25 structures with the same formula, charge and spin ... 18.1 kcal/mol

Mulliken population analysis, charges in e, atoms 1 to 99: number 1, H, carries 0.88; number 2, C, carries 1.12; number 3, C, carries -1.83; number 4, H, carries 0.52; number 5, C, carries -0.38; number 6, H, carries 0.19; number 7, H, carries 0.36; number 8, H, carries 0.48; number 9, C, carries -1.59; number 10, H, carries -0.19; number 11, H, carries -0.16; number 12, H, carries 0.44; number 13, C, carries -0.52; number 14, C, carries 0.57; number 15, N, carries 1.31; number 16, C, carries -1.27; number 17, C, carries -0.85; number 18, H, carries 1.25; number 19, C, carries -0.49; number 20, C, carries 2.50; number 21, H, carries 0.26; number 22, C, carries 1.55; number 23, H, carries -0.50; number 24, H, carries 0.64; number 25, H, carries 0.12; number 26, H, carries 0.42; number 27, C, carries -1.72; number 28, C, carries -0.98; number 29, C, carries 2.88; number 30, H, carries 0.43; number 31, H, carries 0.43; number 32, C, carries -1.70; number 33, H, carries 0.45; number 34, H, carries 0.20; number 35, C, carries 0.27; number 36, C, carries -1.57; number 37, H, carries 0.24; number 38, H, carries 0.44; number 39, C, carries -1.79; number 40, H, carries 0.65; number 41, C, carries 0.77; number 42, H, carries 0.36; number 43, H, carries 0.32; number 44, H, carries 0.41; number 45, H, carries 0.47; number 46, H, carries 0.27; number 47, H, carries -0.52; number 48, H, carries 0.36; number 49, H, carries 0.21; number 50, H, carries 0.54; number 51, C, carries -1.20; number 52, C, carries 0.15; number 53, C, carries -0.28; number 54, H, carries 0.14; number 55, C, carries -1.53; number 56, C, carries -1.73; number 57, C, carries -0.64; number 58, C, carries 2.03; number 59, H, carries -0.61; number 60, C, carries -0.33; number 61, H, carries 0.33; number 62, H, carries 0.34; number 63, C, carries -0.33; number 64, H, carries 0.77; number 65, H, carries 0.18; number 66, C, carries -0.42; number 67, H, carries 0.39; number 68, C, carries -1.82; number 69, H, carries 0.36; number 70, C, carries 2.03; number 71, H, carries 0.60; number 72, H, carries -0.42; number 73, H, carries 0.48; number 74, C, carries 1.17; number 75, H, carries 0.43; number 76, H, carries 0.31; number 77, H, carries 0.11; number 78, C, carries 1.75; number 79, H, carries 0.29; number 80, C, carries -1.57; number 81, H, carries 0.17; number 82, H, carries 0.29; number 83, H, carries 0.56; number 84, H, carries -0.29; number 85, H, carries 0.08; number 86, H, carries 0.42; number 87, C, carries 0.93; number 88, C, carries -0.80; number 89, C, carries -1.80; number 90, C, carries -1.02; number 91, H, carries -0.27; number 92, H, carries 0.37; number 93, C, carries -1.51; number 94, H, carries 0.43; number 95, H, carries 0.33; number 96, H, carries 0.17; number 97, C, carries -1.57; number 98, C, carries -0.09; number 99, C, carries -0.14